[1]
Below is the ion C2H3O2 with charge -1, with properties calculated with ωB97M-V with the def2-TZVPD basis set.

The value obtained for the HOMO energy is -3.5 eV. Its gap between HOMO and LUMO is 8.270 eV. Its SMILES is CC(=O)[O-]. The total energy is -6218.3110 eV. The relative energy (zero: lowest compared OMol25 entry of this formula, charge and spin) is 0.701 eV.

```
! RIJCOSX wB97M-V def2-TZVPD def2/J DEFGRID3
* xyz -1 1
C -0.048 -1.083 -0.747
C 0.012 0.219 0.091
O -0.885 0.131 0.968
O 0.934 1.060 -0.203
H -0.899 -1.128 -1.343
H 0.968 -1.450 -0.933
H -0.250 -1.763 0.088
*
```

Atom charges from the natural (NBO) analysis, given in e for atoms 1 to 5: atom 1 (C): -0.779, atom 2 (C): 0.770, atom 3 (O): -0.798, atom 4 (O): -0.799, atom 5 (H): 0.206

***

[2]
Below is the ion C2H3O2 with charge -1, with properties calculated with ωB97M-V with the def2-TZVPD basis set.

The value obtained for the HOMO energy is -3.7 eV. Its gap between HOMO and LUMO is 8.426 eV. Its SMILES is CC(=O)[O-]. The total energy is -6218.6133 eV. The relative energy (zero: lowest compared OMol25 entry of this formula, charge and spin) is 0.399 eV.

```
! RIJCOSX wB97M-V def2-TZVPD def2/J DEFGRID3
* xyz -1 1
C -0.582 -0.208 -0.375
C 0.734 0.163 0.585
O 1.828 -0.299 0.248
O 0.480 0.998 1.453
H -1.055 0.863 -0.455
H -1.235 -1.044 -0.108
H -0.168 -0.474 -1.349
*
```

Atom charges from the natural (NBO) analysis, given in e for atoms 1 to 5: atom 1 (C): -0.786, atom 2 (C): 0.792, atom 3 (O): -0.788, atom 4 (O): -0.791, atom 5 (H): 0.199

***

[3]
Below is the ion C2H3O2 with charge +1, with properties calculated with ωB97M-V with the def2-TZVPD basis set.

The value obtained for the HOMO energy is -18.7 eV. Its gap between HOMO and LUMO is 13.286 eV. The total energy is -6202.3939 eV. The relative energy (zero: lowest compared OMol25 entry of this formula, charge and spin) is 5.508 eV.

```
! RIJCOSX wB97M-V def2-TZVPD def2/J DEFGRID3
* xyz 1 1
C 0.148 0.284 -0.643
C -0.082 0.082 0.785
O -1.013 -0.899 0.683
O 0.216 -1.025 -0.006
H -0.799 0.511 -1.517
H 1.103 0.660 -0.997
H 0.425 0.388 1.696
*
```

Atom charges from the natural (NBO) analysis, given in e for atoms 1 to 5: atom 1 (C): -0.117, atom 2 (C): 0.346, atom 3 (O): -0.080, atom 4 (O): -0.019, atom 5 (H): 0.318

***

[4]
Below is a structure of composition C2H3O2PTb, with properties calculated with ωB97M-V with the def2-TZVPD basis set.

The value obtained for the HOMO energy (alpha / beta) is -23.0 / -22.6 eV. Its gap between HOMO and LUMO (alpha / beta) is 7.481 / 6.362 eV. The total energy is -37900.6384 eV. As for the expectation value of S²: 12.74. The relative energy (zero: lowest compared OMol25 entry of this formula, charge and spin) is 1.519 eV.

```
! RIJCOSX wB97M-V def2-TZVPD def2/J DEFGRID3
* xyz 3 7
O -3.225 -1.257 1.564
C -3.201 -0.091 1.218
H -3.628 1.025 1.046
P -2.944 -0.563 -0.436
C 3.287 0.320 -0.690
O 2.173 0.263 -0.196
Tb -0.025 -0.247 -0.595
H 4.113 -0.256 -0.245
H 3.449 0.806 -1.666
*
```

Atom charges from the Mulliken analysis, given in e for atoms 1 to 5: atom 1 (O): -0.110, atom 2 (C): 0.348, atom 3 (H): 0.411, atom 4 (P): 0.221, atom 5 (C): 0.135